[1]
{
  "formula": "C9H21BN3O5P",
  "method": "ωB97M-V/def2-TZVPD",
  "elements": ["C", "C", "O", "C", "C", "C", "O", "N", "C", "O", "C", "N", "B", "N", "O", "C", "P", "C", "O", "H", "H", "H", "H", "H", "H", "H", "H", "H", "H", "H", "H", "H", "H", "H", "H", "H", "H", "H", "H", "H"],
  "positions_angstrom": [[3.6401, -0.8043, -1.7618], [2.5222, -1.7329, -1.2789], [1.5176, -1.9661, -2.2649], [0.7178, -0.8569, -2.6160], [-0.5302, -0.6867, -1.7439], [-0.4928, 0.3660, -0.6314], [0.8316, 0.5952, -0.1372], [-1.0864, 1.6323, -1.0680], [-1.2543, 2.4162, 0.0755], [-1.2462, 3.6251, 0.0686], [-1.3630, 1.4932, 1.2792], [-2.6863, 1.7076, 1.9317], [-0.2655, 1.8078, 2.4032], [0.3015, 3.0919, 2.5217], [-0.0248, 0.8453, 3.3844], [-1.3657, 0.1035, 0.6060], [-1.1878, -1.4382, 1.6405], [-2.3374, -2.5331, 0.6993], [0.2978, -2.0294, 1.1936], [3.4887, -0.5552, -2.8127], [4.6180, -1.2719, -1.6658], [3.6568, 0.1396, -1.2144], [2.0713, -1.3568, -0.3597], [2.9211, -2.7226, -1.0635], [1.3177, 0.0631, -2.6507], [0.3956, -1.0426, -3.6400], [-1.3591, -0.4119, -2.3991], [-0.7760, -1.6650, -1.3356], [1.3342, 1.0833, -0.7992], [-0.5920, 2.1459, -1.7921], [-2.7286, 2.6447, 2.3224], [-2.7581, 1.0672, 2.7189], [1.0207, 3.1807, 3.2257], [0.5074, 3.6365, 1.6991], [0.7709, 0.3329, 3.2227], [-2.3877, 0.0195, 0.2127], [-1.9923, -3.5671, 0.7605], [-2.4695, -2.2630, -0.3477], [-3.3137, -2.4703, 1.1813], [0.2865, -2.6235, 0.4356]],
  "smiles": "CCOCC[C@@]1(O)NC(=O)[C@](N)(B(N)O)[C@@H]1P(C)O",
  "e_lumo_ev": 0.366,
  "e_homo_ev": -8.49,
  "gap_ev": 8.854,
  "total_charge": 0
}



[2]
{
  "formula": "C6H11BrSi",
  "method": "ωB97M-V/def2-TZVPD",
  "elements": ["C", "C", "C", "C", "C", "C", "Si", "Br", "H", "H", "H", "H", "H", "H", "H", "H", "H", "H", "H"],
  "positions_angstrom": [[0.8346, -2.2686, -0.5911], [1.3919, 0.0128, -0.9417], [-0.0785, -0.8768, 1.2010], [0.2813, -2.1488, 0.5116], [-1.5723, 0.3240, -1.2427], [-0.2036, 2.4227, 0.8301], [-0.1247, 0.6221, 0.0346], [2.9926, 0.0570, 0.0036], [1.3797, -2.6872, -1.4231], [1.5332, 0.3684, -2.0247], [-0.9459, -1.1907, 1.7846], [0.6622, -0.7461, 1.9749], [0.1673, -3.0457, 1.2103], [-1.4134, 0.8669, -2.1973], [-1.7077, -0.7513, -1.5100], [-2.5495, 0.6423, -0.7325], [-0.9503, 3.2472, 0.4349], [-0.5666, 2.3373, 1.9458], [0.8696, 2.8145, 0.7315]],
  "e_lumo_ev": 0.286,
  "e_above_lowest_kcal_mol": 100.2,
  "e_homo_ev": -7.94,
  "gap_ev": 8.221,
  "total_charge": 0
}



[3]
{
  "formula": "C11H12F2O",
  "method": "ωB97M-V/def2-TZVPD",
  "elements": ["C", "C", "C", "C", "C", "C", "C", "C", "C", "C", "C", "O", "F", "F", "H", "H", "H", "H", "H", "H", "H", "H", "H", "H", "H", "H"],
  "positions_angstrom": [[1.0767, 1.8441, 0.9525], [0.4209, 2.0213, 2.0425], [0.5626, 0.9232, 0.0023], [-0.4259, 0.0972, 0.2285], [1.3978, 0.6124, -1.2617], [0.6056, -0.1285, -2.2960], [-0.7043, 1.2575, 2.5829], [-0.4985, -0.2128, 2.9090], [-0.0136, -1.3076, -1.5374], [-1.3683, 0.2316, 1.7619], [-0.8877, -2.1894, -2.5257], [-0.8438, -0.9428, -0.4512], [-1.1199, -0.6753, 4.0372], [-2.6537, 0.1028, 1.7183], [1.8797, 2.4381, 0.5578], [0.8065, 2.7194, 2.7981], [1.6151, 1.5964, -1.5281], [2.2151, -0.0798, -1.0916], [-0.2416, 0.4222, -2.7464], [1.3424, -0.4688, -3.0852], [-1.3574, 1.8175, 3.2594], [0.3894, -0.7981, 2.7061], [0.7133, -1.9140, -0.9806], [-1.7338, -1.6556, -2.9472], [-1.0999, -3.1691, -1.9263], [-0.0767, -2.5421, -3.1793]],
  "s2": 2.008,
  "e_lumo_ev": [0.811, -1.691],
  "e_homo_ev": [-4.72, -9.59],
  "gap_ev": [5.529, 7.902],
  "total_charge": 0,
  "multiplicity": 3
}



[4]
{
  "formula": "C3H12N2S",
  "method": "ωB97M-V/def2-TZVPD",
  "elements": ["C", "C", "S", "H", "H", "H", "H", "H", "H", "N", "C", "N", "H", "H", "H", "H", "H", "H"],
  "positions_angstrom": [[-0.2425, -1.3669, -2.1315], [1.1326, -0.7056, -2.2961], [1.3200, 0.8178, -1.3242], [-0.9764, -0.9647, -2.8272], [-0.6724, -1.2516, -1.1355], [-0.1095, -2.4401, -2.2691], [1.9574, -1.4012, -2.1883], [1.1654, -0.3426, -3.3264], [1.0468, 0.2129, -0.1558], [0.1469, 0.3937, 2.3011], [-1.1448, -0.2254, 2.0048], [-2.3111, 0.3804, 2.5828], [0.3224, 1.2448, 1.8042], [0.3120, 0.4670, 3.2913], [-1.2799, -0.1586, 0.9341], [-1.0455, -1.2532, 2.3276], [-2.6455, 0.1878, 3.5085], [-2.8745, 1.0066, 2.0424]],
  "smiles": "CCS.NCN",
  "e_lumo_ev": 1.040,
  "e_above_lowest_kcal_mol": 6.5,
  "e_homo_ev": -8.78,
  "gap_ev": 9.817,
  "total_charge": 0
}



[5]
{
  "formula": "C4H6ClN3",
  "method": "ωB97M-V/def2-TZVPD",
  "elements": ["C", "C", "C", "N", "N", "C", "N", "Cl", "H", "H", "H", "H", "H", "H"],
  "positions_angstrom": [[-1.5725, 0.3496, 0.7855], [-0.2341, -0.2370, 0.5556], [0.3086, -1.4479, 0.8564], [1.4719, -1.6403, 0.1865], [1.8586, -0.7024, -0.4998], [0.8104, 0.4030, -0.4348], [0.4076, 0.8732, -1.6750], [1.5246, 1.7201, 0.6699], [-1.7160, 0.8106, -0.1871], [-1.7255, 1.1234, 1.5390], [-2.2013, -0.4758, 0.8875], [-0.1484, -2.1659, 1.5583], [1.2135, 1.2991, -2.0779], [0.0028, 0.0902, -2.1642]],
  "smiles": "CC1=CN=N[C@]1(N)Cl",
  "e_lumo_ev": -0.325,
  "e_above_lowest_kcal_mol": 71.5,
  "e_homo_ev": -9.16,
  "gap_ev": 8.840,
  "total_charge": 0
}